A single C5H12O2 molecule in a non-equilibrium geometry, computed with the ωB97M-V functional and the def2-TZVPD basis.

Summary:
- multiplicity = 1
- net charge = 0
- largest force on an atom (hartree/bohr) = 0.0224
- gap between HOMO and LUMO (Eh) = 0.277
- highest occupied orbital energy (eV) = -7.0
- energy relative to the best compared isomer or geometry (same formula, charge and spin) (kcal/mol) = 142.0

```
19
Properties=species:S:1:pos:R:3:forces:R:3:lowdin_charge:R:1
C 2.298857 0.128616 1.562297 0.014 -0.013 -0.037 -0.11
C 0.879965 0.518261 1.138540 -0.050 -0.025 -0.013 -0.23
C 0.609059 0.319904 -0.369610 0.007 0.258 0.165 -0.44
O 0.956308 -1.015451 -0.768574 -0.313 -0.035 0.254 -0.06
C -0.778297 0.689040 -0.827481 0.333 0.252 0.162 -0.10
C -2.191311 -0.650982 -1.689561 -0.260 -0.340 0.359 0.02
O -1.749569 -0.388577 -0.023750 -0.381 0.376 -1.019 -0.14
H 2.498834 -0.920179 1.316837 -0.020 0.205 0.073 0.07
H 3.044678 0.737879 1.033140 -0.155 -0.117 0.105 0.08
H 2.450711 0.270891 2.640456 -0.049 -0.030 -0.236 0.07
H 0.142397 -0.072113 1.705551 0.160 0.088 -0.094 0.11
H 0.691023 1.574174 1.387135 0.038 -0.231 -0.106 0.11
H 1.290464 0.974868 -0.937900 -0.167 -0.104 0.123 0.15
H 0.348939 -1.595857 -0.283459 0.225 0.088 -0.163 0.09
H -1.076105 1.664352 -0.406309 0.133 -0.225 0.000 0.08
H -3.008448 -1.331188 -1.400232 0.110 0.051 -0.050 0.07
H -2.559061 0.169472 -2.307276 0.227 -0.156 0.425 0.06
H -1.370421 -1.178326 -2.169771 -0.176 0.203 0.245 0.07
H -2.478028 0.105217 0.399973 0.326 -0.245 -0.191 0.11
```
Positions in Å, forces in eV/Å.